[1]
Formula: C11H37N6O8
Source: the OMol25 dataset
Level of theory: the ωB97M-V functional and the def2-TZVPD basis

Geometry as XYZ:
```
62
C11H37N6O8, DFT the ωB97M-V functional and the def2-TZVPD basis
O 0.474 -0.106 0.755
H 0.177 0.824 0.718
C 1.567 1.630 -3.369
O 2.314 2.031 -4.255
N 0.357 1.309 -3.547
N 1.979 1.494 -2.171
H -0.253 0.812 -2.913
H 0.060 1.401 -4.508
H 1.315 1.133 -1.501
H 2.915 1.709 -1.857
C -0.737 -2.598 4.303
O -1.058 -3.295 5.233
N 0.333 -1.929 4.076
N -1.640 -2.282 3.403
H 0.286 -1.459 3.183
H 1.086 -1.866 4.746
H -2.451 -2.862 3.237
H -1.301 -1.612 2.727
C 4.816 0.891 2.307
O 5.994 0.799 2.566
N 4.103 0.024 1.683
N 4.089 1.932 2.533
H 3.129 0.123 1.434
H 4.548 -0.871 1.539
H 4.468 2.859 2.663
H 3.094 1.819 2.399
C 5.058 -3.839 -1.837
C 3.814 -2.935 -1.829
O 2.887 -3.293 -0.836
H 5.749 -3.662 -1.013
H 5.612 -3.861 -2.776
H 4.755 -4.868 -1.644
H 3.278 -2.923 -2.778
H 4.184 -1.940 -1.580
H 2.377 -2.538 -0.535
C -3.285 -3.058 -2.914
C -2.267 -2.634 -1.869
O -2.412 -1.311 -1.475
H -3.119 -2.489 -3.829
H -4.332 -2.849 -2.692
H -3.158 -4.100 -3.211
H -1.341 -2.670 -2.442
H -2.234 -3.218 -0.949
H -1.621 -1.095 -0.976
C -3.923 2.955 -1.642
C -4.451 2.468 -2.986
O -4.772 1.090 -2.835
H -3.537 3.959 -1.817
H -2.998 2.467 -1.336
H -4.733 2.996 -0.913
H -3.755 2.731 -3.782
H -5.390 2.932 -3.287
H -4.054 0.638 -2.385
C -2.226 3.884 4.033
C -1.774 2.934 2.914
O -0.525 2.436 3.315
H -3.123 4.418 3.720
H -1.483 4.677 4.123
H -2.460 3.516 5.032
H -1.611 3.419 1.951
H -2.496 2.121 2.993
H -0.300 1.731 2.704
```

## Properties
Lowest unoccupied orbital energy: 2.44 eV
Total charge: -1
HOMO-LUMO gap: 8.111 eV
Energy relative to the best compared isomer or geometry (same formula, charge and spin): 153.4 kJ/mol
Maximum force: 7.1 eV/Å
HOMO level: -5.7 eV


[2]
Formula: C11H15O5S
Source: the OMol25 dataset
Level of theory: the ωB97M-V functional and the def2-TZVPD basis

Geometry as XYZ:
```
32
C11H15O5S, DFT the ωB97M-V functional and the def2-TZVPD basis
C 1.460 -3.739 1.822
C 1.366 -2.309 1.126
C 2.256 -1.135 1.658
C 2.164 0.256 0.990
C 1.179 0.577 -0.197
C 1.191 2.083 -0.724
C 0.250 2.987 0.232
C 0.899 2.257 -2.287
C 0.280 -0.566 -0.708
O -0.649 -0.346 -1.765
C -2.008 -0.616 -1.366
O -2.469 0.583 -0.649
S -3.749 0.143 0.371
O -4.572 -0.994 -0.225
O -3.139 -0.175 1.711
O -4.758 1.432 0.501
C 0.412 -1.984 -0.037
H 2.390 -4.342 1.554
H 0.532 -4.393 1.630
H 1.493 -3.572 2.958
H 2.958 -1.313 2.533
H 2.824 1.103 1.406
H 2.268 2.471 -0.551
H 0.940 3.622 0.912
H -0.382 2.359 0.966
H -0.408 3.729 -0.329
H 1.020 3.376 -2.556
H -0.208 2.011 -2.514
H 1.550 1.606 -2.960
H -2.675 -0.714 -2.299
H -2.151 -1.571 -0.760
H -0.262 -2.826 -0.441
```

## Properties
Lowest unoccupied orbital energy: 2.95 eV
Total charge: -1
SMILES string: Cc1ccc(C(C)C)c(OCOS(=O)(=O)[O-])c1
HOMO-LUMO gap: 7.989 eV
Maximum force: 7.1 eV/Å
HOMO level: -5.0 eV


[3]
Formula: C4H15N2O2
Source: the OMol25 dataset
Level of theory: the ωB97M-V functional and the def2-TZVPD basis

Geometry as XYZ:
```
23
C4H15N2O2, DFT the ωB97M-V functional and the def2-TZVPD basis
C 0.391 -0.496 2.620
C -0.907 -0.946 1.898
C -0.762 -0.882 0.409
C -1.337 0.071 -0.282
N -1.141 0.208 -1.729
N 1.048 0.612 1.923
H 1.069 -1.349 2.724
H 0.102 -0.157 3.607
H -1.706 -0.262 2.212
H -1.211 -1.936 2.237
H -0.116 -1.624 -0.036
H -2.082 0.758 0.098
H -0.703 -0.584 -2.199
H -2.080 0.266 -2.140
H -0.586 1.052 -1.976
H 1.523 0.252 1.094
H 1.798 0.940 2.521
H -0.032 3.336 -1.904
H 0.974 2.416 -1.172
O 0.413 2.483 -1.954
H 1.355 -2.009 -2.631
H 2.378 -1.738 -1.523
O 1.503 -1.477 -1.829
```

## Properties
Lowest unoccupied orbital energy: -3.01 eV
Total charge: +1
HOMO-LUMO gap: 9.692 eV
Energy relative to the best compared isomer or geometry (same formula, charge and spin): 128.4 kJ/mol
Maximum force: 1.3 eV/Å
HOMO level: -12.7 eV


[4]
Formula: C5H8O
Source: the OMol25 dataset
Level of theory: the ωB97M-V functional and the def2-TZVPD basis

Geometry as XYZ:
```
14
C5H8O, DFT the ωB97M-V functional and the def2-TZVPD basis
C -1.524 0.585 -0.467
C -0.216 0.447 0.296
C 1.102 0.446 -0.531
C 1.449 -0.890 0.127
O 2.472 -1.514 0.234
C 0.093 -0.985 0.817
H -1.608 -0.185 -1.245
H -2.373 0.461 0.214
H -1.618 1.564 -0.948
H -0.172 1.186 1.101
H 1.861 1.194 -0.274
H 0.969 0.458 -1.619
H 0.156 -1.140 1.898
H -0.569 -1.748 0.389
```

## Properties
Lowest unoccupied orbital energy: 1.00 eV
SMILES string: CC1CC(=O)C1
HOMO-LUMO gap: 10.498 eV
Energy relative to the best compared isomer or geometry (same formula, charge and spin): 79.7 kJ/mol
Maximum force: 0.6 eV/Å
HOMO level: -9.5 eV


Q: Which formula does entry 3 have?
A: C4H15N2O2


Q: Look up the HOMO level of the first one.
A: -5.7 eV


Q: The lowest lowest unoccupied orbital energy belongs to which entry?
A: C4H15N2O2


Q: Which formula does entry 2 have?
A: C11H15O5S